(1)
ORCA calculation (ωB97M-V with the def2-TZVPD basis set) on a structure of composition C21H29FeN4O4S.

Positions of all 60 atoms, in Å:
Fe1 0.4788 1.1447 0.1732
C1 2.9094 2.1986 0.3328
C2 3.0435 1.1112 1.1973
C3 2.1699 0.9632 2.2722
C4 1.1508 1.9011 2.4868
C5 1.0204 2.9968 1.6278
C6 1.8935 3.1351 0.5418
H1 3.5672 2.3000 -0.5175
H2 3.8222 0.3798 1.0278
H3 2.2719 0.1158 2.9377
H4 0.4675 1.7716 3.3167
H5 0.2284 3.7188 1.7739
H6 1.7787 3.9726 -0.1337
N1 -0.4211 -0.5526 0.9742
C7 -1.8887 -0.3311 1.1537
C8 -2.5909 0.0088 -0.1441
C9 -2.0744 1.2335 -0.8808
O1 -2.4547 1.5561 -1.9679
O2 -1.1215 1.9240 -0.2149
H7 -0.2664 -1.3264 0.3274
H8 -0.0601 -0.8847 1.8873
H9 -2.0071 0.4641 1.8884
H10 -2.3259 -1.2286 1.5855
H11 -3.6521 0.1742 0.0511
H12 -2.5480 -0.8243 -0.8514
O3 2.7797 1.1994 -2.5409
C10 1.7033 0.6364 -2.5252
O4 0.9909 0.3572 -1.4780
C11 1.0516 0.2316 -3.8430
N2 2.0892 0.4074 -4.9291
C12 1.4928 1.2707 -6.0282
C13 -0.0032 1.1686 -5.7844
C14 -0.1006 1.1554 -4.2610
H13 0.7407 -0.8113 -3.8196
H14 2.3952 -0.4915 -5.2954
H15 2.8973 0.8579 -4.4743
H16 1.8388 0.9078 -6.9916
H17 1.8605 2.2824 -5.8708
H18 -0.4031 0.2465 -6.2099
H19 -0.5377 2.0032 -6.2320
H20 -1.0567 0.8049 -3.8813
H21 0.0615 2.1597 -3.8623
N3 0.6488 -3.9069 5.0938
C15 -0.1575 -2.9797 4.5626
S1 0.5229 -1.5295 4.0006
N4 -1.4690 -3.2761 4.5759
C16 -2.5576 -2.5042 4.0733
C17 -2.7298 -1.1746 4.4335
C18 -3.8344 -0.4830 3.9593
C19 -4.7772 -1.1180 3.1587
C20 -4.6206 -2.4595 2.8411
C21 -3.5059 -3.1533 3.2929
H22 1.6246 -3.6827 5.1862
H23 0.2922 -4.6865 5.6237
H24 -1.7205 -4.2023 4.8901
H25 -2.0169 -0.6953 5.0894
H26 -3.9803 0.5491 4.2506
H27 -5.6517 -0.5786 2.8196
H28 -5.3701 -2.9731 2.2535
H29 -3.3802 -4.2026 3.0522

Summary:
Kohn-Sham gap (alpha / beta) (Eh): 0.2943 / 0.2128
Total charge: +2
Largest force on an atom (eV/Å): 0.32
Multiplicity: 6
ΔE to the lowest compared entry with this formula, charge and spin (kJ/mol): 83.6
Highest occupied orbital energy (alpha / beta) (eV): -13.321 / -13.319

(2)
ORCA calculation (ωB97M-V with the def2-TZVPD basis set) on a cluster of 4 separate species, C21H29INO11 in total.

Positions of all 63 atoms, in Å:
O1 -1.0327 -2.9494 -2.2109
C1 -0.1522 -2.5098 -2.8626
O2 0.6180 -3.3081 -3.6325
C2 0.1836 -1.0442 -2.9286
C3 1.4288 -0.6514 -2.4484
C4 1.7887 0.6805 -2.5034
N1 0.9271 1.5649 -3.0050
C5 -0.2813 1.2150 -3.4727
C6 -0.7162 -0.1038 -3.4579
C7 -2.0783 -0.3717 -4.0515
C8 -3.1133 -1.0582 -3.1444
C9 -3.0851 -0.6052 -1.6915
I1 -4.2887 1.1476 -1.4096
H1 1.5275 -2.9804 -3.6283
H2 2.1174 -1.3773 -2.0484
H3 2.7495 1.0107 -2.1584
H4 1.2299 2.5316 -3.0467
H5 -0.8997 1.9999 -3.8752
H6 -1.9693 -0.9555 -4.9615
H7 -2.4912 0.5996 -4.3045
H8 -3.0775 -2.1360 -3.2191
H9 -4.0825 -0.7869 -3.5514
H10 -3.5665 -1.3661 -1.0923
H11 -2.0951 -0.4476 -1.2835
C10 -3.6499 -6.2915 0.1327
C11 -4.4703 -6.0219 -1.1027
C12 -3.6926 -5.4778 -2.2794
O3 -4.6881 -4.7094 -2.9710
C13 -5.6072 -4.3089 -2.0526
O4 -6.4527 -3.5008 -2.2525
O5 -5.4141 -4.9572 -0.8788
H12 -4.2865 -6.6317 0.9485
H13 -2.9000 -7.0570 -0.0658
H14 -3.1499 -5.3816 0.4679
H15 -5.0368 -6.9126 -1.3864
H16 -3.2919 -6.2522 -2.9288
H17 -2.8852 -4.8071 -1.9727
C14 4.7050 4.6277 1.9900
C15 3.8879 3.9202 0.9409
C16 3.5873 2.4715 1.2266
O6 3.4738 1.9207 -0.1055
C17 4.2374 2.6916 -0.9225
O7 4.5118 2.3984 -2.0486
O8 4.6277 3.8082 -0.3020
H18 4.9232 5.6478 1.6778
H19 4.1697 4.6633 2.9354
H20 5.6612 4.1221 2.1367
H21 2.9723 4.4763 0.7322
H22 2.6643 2.3249 1.7803
H23 4.4073 1.9616 1.7372
C18 1.0401 1.8150 6.7278
C19 1.9078 2.5324 5.7263
C20 2.3272 3.9289 6.1246
O9 2.4863 4.5697 4.8460
C21 1.6673 3.9452 3.9735
O10 1.4062 4.3511 2.8829
O11 1.1851 2.8007 4.5027
H24 0.7405 0.8394 6.3469
H25 1.5773 1.6723 7.6648
H26 0.1292 2.3815 6.9229
H27 2.7782 1.9225 5.4685
H28 3.2584 3.9592 6.6837
H29 1.5520 4.4589 6.6810

Summary:
Kohn-Sham gap (Eh): 0.2674
Total charge: +1
Largest force on an atom (eV/Å): 1.04
Highest occupied orbital energy (eV): -11.684

(3)
ORCA calculation (ωB97M-V with the def2-TZVPD basis set) on the molecule C21H29N3O5S.

Positions of all 59 atoms, in Å:
C1 7.9273 3.8504 0.2229
O1 7.0184 2.7594 0.2753
C2 7.5657 1.5424 0.1968
O2 8.7536 1.3372 0.0800
C3 6.5729 0.4737 0.2645
C4 5.1971 0.4810 0.3919
C5 4.7892 -0.8596 0.4020
S1 3.1267 -1.4553 0.5269
O3 2.4343 -0.6998 1.5255
O4 3.1918 -2.8872 0.6396
N1 2.5463 -1.0428 -0.9869
C6 1.3078 -0.2992 -1.0785
C7 0.0586 -1.1829 -1.1438
C8 -0.1036 -2.0221 0.1220
C9 -1.3842 -2.8493 0.0471
N2 -2.5238 -1.9737 -0.1174
C10 -3.8151 -2.5890 0.1250
C11 -4.5062 -1.9105 1.3245
C12 -4.6717 -0.4445 1.0586
C13 -3.6499 0.4463 1.3720
C14 -3.7598 1.7849 1.0648
C15 -4.9042 2.2748 0.4348
O5 -4.9128 3.6165 0.1732
C16 -6.0451 4.1695 -0.4478
C17 -5.9320 1.3945 0.1228
C18 -5.8048 0.0496 0.4330
C19 -2.4384 -1.2218 -1.3489
C20 -1.1980 -0.3331 -1.3280
C21 5.9169 -1.6435 0.2812
N3 6.9831 -0.8299 0.1986
H1 8.6342 3.7962 1.0533
H2 7.3232 4.7508 0.2933
H3 8.4866 3.8345 -0.7148
H4 4.5636 1.3387 0.4758
H5 2.5806 -1.8439 -1.5988
H6 1.2731 0.3293 -0.1876
H7 1.3613 0.3424 -1.9653
H8 0.1577 -1.8562 -2.0065
H9 0.7532 -2.6828 0.2628
H10 -0.1576 -1.3572 0.9845
H11 -1.5075 -3.4091 0.9764
H12 -1.3041 -3.5768 -0.7851
H13 -3.7003 -3.6573 0.3385
H14 -4.4602 -2.4964 -0.7565
H15 -3.8851 -2.0581 2.2082
H16 -5.4755 -2.3845 1.4898
H17 -2.7586 0.0772 1.8547
H18 -2.9709 2.4811 1.3035
H19 -6.9457 4.0347 0.1607
H20 -5.8370 5.2338 -0.5488
H21 -6.2117 3.7392 -1.4413
H22 -6.8334 1.7375 -0.3613
H23 -6.6123 -0.6234 0.1792
H24 -3.3295 -0.5961 -1.4340
H25 -2.3958 -1.8900 -2.2325
H26 -1.2873 0.3661 -0.4965
H27 -1.1419 0.2381 -2.2568
H28 5.9870 -2.7119 0.2615
H29 7.9540 -1.0919 0.1120

Summary:
Kohn-Sham gap (Eh): 0.3230
Total charge: 0
Largest force on an atom (eV/Å): 1.08
ΔE to the lowest compared entry with this formula, charge and spin (kJ/mol): 237.5
Highest occupied orbital energy (eV): -8.131

(4)
ORCA calculation (ωB97M-V with the def2-TZVPD basis set) on a structure of composition C21H30Cl2IrN2OS5.

Positions of all 62 atoms, in Å:
Ir1 -0.4743 -0.2428 0.2314
C1 -1.1834 3.1388 1.7517
C2 0.3334 3.2064 1.7381
S1 1.1501 2.2289 0.4433
C3 1.0019 3.2537 -1.0509
C4 -0.3492 3.2768 -1.7454
S2 -0.9878 1.6010 -2.0916
C5 -2.7760 1.9475 -2.0700
C6 -3.5505 0.6503 -1.9394
S3 -3.0983 -0.4259 -0.5366
C7 -4.0226 0.2937 0.8559
C8 -3.4901 1.6032 1.4111
S4 -1.7825 1.4415 2.0365
H1 -1.6113 3.4881 0.8137
H2 -1.5647 3.7598 2.5624
H3 0.7389 2.8128 2.6708
H4 0.6560 4.2427 1.6362
H5 1.7534 2.8284 -1.7142
H6 1.3018 4.2695 -0.7922
H7 -0.2331 3.7719 -2.7107
H8 -1.0997 3.8169 -1.1715
H9 -3.0313 2.4307 -3.0142
H10 -2.9891 2.6422 -1.2599
H11 -3.3854 0.0202 -2.8137
H12 -4.6192 0.8482 -1.8588
H13 -4.0035 -0.4896 1.6126
H14 -5.0532 0.4221 0.5253
H15 -4.1145 1.9180 2.2470
H16 -3.4984 2.3895 0.6602
Cl1 -0.3623 -2.9501 -0.8435
C9 0.6728 -2.5745 -2.1690
C10 1.0209 -3.5086 -3.1047
C11 1.8664 -3.1371 -4.1527
C12 2.3553 -1.8363 -4.2524
C13 2.0185 -0.8964 -3.3078
Cl2 2.6238 0.7040 -3.4120
C14 1.1537 -1.2146 -2.2040
N1 0.8269 -0.3607 -1.2785
H17 0.6460 -4.5208 -3.0351
H18 2.1444 -3.8704 -4.8966
H19 3.0019 -1.5589 -5.0736
C15 -2.5354 -3.4111 3.2789
C16 -1.5711 -3.0331 2.1740
O1 -1.6581 -1.6123 1.8813
H20 -2.4861 -4.4848 3.4550
H21 -3.5603 -3.1564 3.0081
H22 -2.2734 -2.9020 4.2090
H23 -1.8227 -3.5535 1.2530
H24 -0.5443 -3.2765 2.4548
H25 -1.5689 -1.1554 2.7310
S5 1.2612 -0.5234 2.2958
C17 2.8729 -0.6701 1.7493
N2 3.8493 -0.0673 2.4685
C18 5.1602 -0.0995 2.1367
C19 5.5670 -0.7653 1.0204
C20 4.6015 -1.4388 0.2562
C21 3.2782 -1.3997 0.6217
H26 3.5662 0.4256 3.3060
H27 5.8415 0.4211 2.7933
H28 6.6121 -0.7827 0.7517
H29 4.9053 -2.0065 -0.6139
H30 2.5188 -1.9285 0.0720

Summary:
Kohn-Sham gap (alpha / beta) (Eh): 0.2831 / 0.2249
Total charge: +2
Largest force on an atom (eV/Å): 1.42
Multiplicity: 6
ΔE to the lowest compared entry with this formula, charge and spin (kJ/mol): 90.7
Highest occupied orbital energy (alpha / beta) (eV): -12.892 / -13.561

What did the first record say?
ORCA calculation (ωB97M-V with the def2-TZVPD basis set) on a structure of composition C21H29FeN4O4S.

Positions of all 60 atoms, in Å:
Fe1 0.4788 1.1447 0.1732
C1 2.9094 2.1986 0.3328
C2 3.0435 1.1112 1.1973
C3 2.1699 0.9632 2.2722
C4 1.1508 1.9011 2.4868
C5 1.0204 2.9968 1.6278
C6 1.8935 3.1351 0.5418
H1 3.5672 2.3000 -0.5175
H2 3.8222 0.3798 1.0278
H3 2.2719 0.1158 2.9377
H4 0.4675 1.7716 3.3167
H5 0.2284 3.7188 1.7739
H6 1.7787 3.9726 -0.1337
N1 -0.4211 -0.5526 0.9742
C7 -1.8887 -0.3311 1.1537
C8 -2.5909 0.0088 -0.1441
C9 -2.0744 1.2335 -0.8808
O1 -2.4547 1.5561 -1.9679
O2 -1.1215 1.9240 -0.2149
H7 -0.2664 -1.3264 0.3274
H8 -0.0601 -0.8847 1.8873
H9 -2.0071 0.4641 1.8884
H10 -2.3259 -1.2286 1.5855
H11 -3.6521 0.1742 0.0511
H12 -2.5480 -0.8243 -0.8514
O3 2.7797 1.1994 -2.5409
C10 1.7033 0.6364 -2.5252
O4 0.9909 0.3572 -1.4780
C11 1.0516 0.2316 -3.8430
N2 2.0892 0.4074 -4.9291
C12 1.4928 1.2707 -6.0282
C13 -0.0032 1.1686 -5.7844
C14 -0.1006 1.1554 -4.2610
H13 0.7407 -0.8113 -3.8196
H14 2.3952 -0.4915 -5.2954
H15 2.8973 0.8579 -4.4743
H16 1.8388 0.9078 -6.9916
H17 1.8605 2.2824 -5.8708
H18 -0.4031 0.2465 -6.2099
H19 -0.5377 2.0032 -6.2320
H20 -1.0567 0.8049 -3.8813
H21 0.0615 2.1597 -3.8623
N3 0.6488 -3.9069 5.0938
C15 -0.1575 -2.9797 4.5626
S1 0.5229 -1.5295 4.0006
N4 -1.4690 -3.2761 4.5759
C16 -2.5576 -2.5042 4.0733
C17 -2.7298 -1.1746 4.4335
C18 -3.8344 -0.4830 3.9593
C19 -4.7772 -1.1180 3.1587
C20 -4.6206 -2.4595 2.8411
C21 -3.5059 -3.1533 3.2929
H22 1.6246 -3.6827 5.1862
H23 0.2922 -4.6865 5.6237
H24 -1.7205 -4.2023 4.8901
H25 -2.0169 -0.6953 5.0894
H26 -3.9803 0.5491 4.2506
H27 -5.6517 -0.5786 2.8196
H28 -5.3701 -2.9731 2.2535
H29 -3.3802 -4.2026 3.0522

Summary:
Kohn-Sham gap (alpha / beta) (Eh): 0.2943 / 0.2128
Total charge: +2
Largest force on an atom (eV/Å): 0.32
Multiplicity: 6
ΔE to the lowest compared entry with this formula, charge and spin (kJ/mol): 83.6
Highest occupied orbital energy (alpha / beta) (eV): -13.321 / -13.319